Arrangement w

Entry from OMol25: a single C2H5NOS2 molecule (ωB97M-V/def2-TZVPD).

Structure (XYZ):
```
11
Properties=species:S:1:pos:R:3:mulliken_charge:R:1
C 2.235 -0.429 -0.054 -0.73
C -0.385 0.620 -0.261 0.57
H 2.784 -1.397 -0.474 0.27
H 2.496 0.602 -0.596 0.29
H 2.387 -0.485 1.245 0.26
H -1.935 1.631 0.621 0.28
H -3.138 -1.523 0.782 0.16
N -1.844 0.679 0.156 -0.35
O 0.143 1.782 -0.578 -0.57
S 0.330 -0.988 -0.436 -0.06
S -3.073 -0.491 -0.406 -0.13
```

**Frontier orbital gap**: 9.85 eV
**Structure (SMILES)**: CSC(=O)NS
**Total charge**: 0


Arrangement x

Entry from OMol25: 2 unconnected molecules or ions with the total composition C2H5NOS2 (ωB97M-V/def2-TZVPD).

Structure (XYZ):
```
11
Properties=species:S:1:pos:R:3:mulliken_charge:R:1
C 0.375 0.821 0.034 0.52
C 1.552 0.143 0.482 -0.76
N -1.426 -0.572 -0.742 -0.26
O 0.067 1.971 -0.052 -0.41
S -1.141 -2.022 0.086 -0.11
S -2.768 0.308 -0.301 -0.10
H 1.720 0.788 1.475 0.26
H 1.359 -0.891 0.680 0.30
H 2.459 0.405 -0.088 0.29
H 0.059 -2.303 -0.385 0.11
H -2.256 1.350 -1.189 0.17
```

**Frontier orbital gap (alpha / beta)**: 7.00 / 7.77 eV
**Total charge**: 0


Arrangement y

Entry from OMol25: 2 unconnected molecules or ions with the total composition C2H5NOS2 (ωB97M-V/def2-TZVPD).

Structure (XYZ):
```
11
Properties=species:S:1:pos:R:3:mulliken_charge:R:1
C 0.256 0.091 -0.527 0.51
C -0.402 1.751 1.183 -0.83
N -0.251 0.400 0.616 -0.15
O 0.678 0.626 -1.511 -0.42
S -0.169 -3.182 -1.813 -0.18
S 0.729 -2.558 -0.139 -0.27
H 0.388 2.438 0.789 0.29
H -1.285 2.235 0.845 0.28
H -0.462 1.515 2.158 0.37
H -0.291 -0.374 1.162 0.24
H 0.809 -2.942 -2.761 0.16
```

**Frontier orbital gap (alpha / beta)**: 6.90 / 7.67 eV
**Total charge**: 0


Compare the structures above. Which one is the most stable? arrangement y is.